No. 1
A structure of composition C17H19Co2O8Si in a non-equilibrium geometry. Source: OMol25; level of theory: the ωB97M-V functional and the def2-TZVPD basis.

The value obtained for the highest occupied orbital energy is -3.332 eV. The molecular weight is 497.28 g mol⁻¹. The calculated total energy is -4316.0273 a.u. The calculation puts the gap between HOMO and LUMO at 5.74 eV. Its net charge is -1.

Positions of all 47 atoms, in Å:
1 C 2.357 4.080 -1.299
2 Si 2.765 2.378 -1.932
3 C 2.407 2.223 -3.754
4 C 4.505 1.876 -1.503
5 O 1.763 1.367 -1.014
6 C 1.031 0.265 -1.306
7 C 1.576 -1.012 -1.075
8 C -0.302 0.424 -1.728
9 C -0.965 1.633 -1.576
10 O -2.242 1.727 -1.922
11 C -2.860 3.012 -1.799
12 H 2.977 4.831 -1.804
13 H 1.305 4.332 -1.479
14 H 2.545 4.148 -0.222
15 H 2.921 3.035 -4.282
16 H 2.774 1.272 -4.153
17 H 1.336 2.299 -3.965
18 H 5.216 2.568 -1.970
19 H 4.659 1.902 -0.419
20 H 4.732 0.865 -1.857
21 H 1.178 -1.774 -1.746
22 H 2.641 -1.092 -0.809
23 H -0.861 -0.451 -2.062
24 H -0.485 2.497 -1.083
25 H -3.898 2.843 -2.063
26 H -2.775 3.392 -0.778
27 H -2.400 3.720 -2.492
28 O -0.787 -6.234 2.188
29 C -1.305 -5.293 2.620
30 Co -2.097 -3.883 3.254
31 C -3.287 -3.884 1.953
32 O -4.076 -3.936 1.110
33 C -2.712 -4.745 4.667
34 O -3.134 -5.291 5.596
35 C -0.380 -2.822 2.841
36 C -0.108 -2.040 1.749
37 C 0.468 -1.893 0.510
38 Co -1.526 -1.442 2.765
39 C -2.539 -1.082 1.374
40 O -3.148 -0.829 0.425
41 C -1.217 0.251 3.215
42 O -1.030 1.372 3.441
43 C -2.874 -1.937 3.973
44 O -3.711 -1.648 4.736
45 H 0.363 -3.099 3.607
46 H -0.264 -1.572 -0.257
47 H 1.464 -2.352 0.320

=====

No. 2
A cluster of 2 separate species, C2H12N4 in total. Source: OMol25; level of theory: the ωB97M-V functional and the def2-TZVPD basis.

The value obtained for the highest occupied orbital energy is -9.098 eV. The value obtained for the energy above the lowest of the compared OMol25 structures with the same formula, charge and spin is 12.9 kJ/mol. The molecular weight is 92.15 g mol⁻¹. The calculated total energy is -302.3967 a.u. The calculation puts the gap between HOMO and LUMO at 9.91 eV.

Positions of all 18 atoms, in Å:
1 N -1.783 0.039 -0.967
2 C -2.297 -0.462 0.289
3 N -2.126 0.467 1.410
4 H -0.795 0.247 -0.886
5 H -2.281 0.861 -1.280
6 H -1.823 -1.438 0.449
7 H -3.369 -0.638 0.197
8 H -1.286 1.029 1.334
9 H -2.017 -0.009 2.300
10 N 2.843 -0.102 0.443
11 C 1.677 -0.387 -0.377
12 N 1.419 0.604 -1.412
13 H 2.566 0.406 1.276
14 H 3.274 -0.956 0.782
15 H 0.766 -0.513 0.218
16 H 1.774 -1.357 -0.873
17 H 2.278 0.725 -1.933
18 H 1.178 1.483 -0.971

=====

No. 3
A structure of composition C3H3CrO3 in a non-equilibrium geometry. Source: OMol25; level of theory: the ωB97M-V functional and the def2-TZVPD basis.

As for the expectation value of S²: 6.03. The value obtained for the highest occupied orbital energy (alpha / beta) is -13.429 / -13.434 eV. As for the spin multiplicity: 5. The value obtained for the energy above the lowest of the compared OMol25 structures with the same formula, charge and spin is 154.4 kJ/mol. The molecular weight is 139.05 g mol⁻¹. The calculated total energy is -1385.9273 a.u. The calculation puts the gap between HOMO and LUMO (alpha / beta) at 7.07 / 7.10 eV. Its net charge is +1.

Positions of all 10 atoms, in Å:
1 C 0.446 -0.358 -0.180
2 C -1.866 -0.354 0.212
3 O -0.765 -0.709 -0.564
4 O 0.687 0.866 0.026
5 C -2.459 0.834 0.019
6 H -2.380 -1.201 0.670
7 H -2.544 0.932 1.201
8 H -1.919 1.663 -0.444
9 O 1.354 -1.219 0.008
10 Cr 2.491 0.313 0.460